[1]
{"formula": "CH2NO3PS", "method": "wB97M-V/def2-TZVPD", "e_above_lowest_kcal_mol": 22.0, "total_energy_ev": -28826.9513, "lumo_ev": -1.1, "homo_lumo_gap_ev": 10.0, "homo_ev": -11.06, "species": ["S", "P", "O", "O", "O", "N", "C", "H", "H"], "xyz": [[-0.52705, 1.05454, -3.04574], [0.35104, 0.15693, 1.05056], [0.90692, -0.94194, 0.02509], [1.30891, 1.26594, 1.15923], [-0.63553, -0.29409, 2.00046], [-1.07143, 0.61500, -0.39494], [-0.81955, 0.70788, -1.55451], [1.77575, -0.48156, -0.28845], [-1.59408, -0.14510, 0.15212]], "nbo_charge": [0.18, 2.44, -0.99, -1.06, -1.07, -0.82, 0.29, 0.53, 0.50]}

***

[2]
{"formula": "C2H6NO3", "method": "wB97M-V/def2-TZVPD", "e_above_lowest_kcal_mol": 39.8, "total_energy_ev": -9795.3625, "lumo_ev": -4.3, "homo_lumo_gap_ev": 11.0, "charge": 1, "homo_ev": -15.33, "species": ["O", "O", "O", "N", "C", "C", "H", "H", "H", "H", "H", "H"], "xyz": [[1.48274, -1.38069, -1.00535], [-0.44412, 1.31687, -0.45539], [0.84527, 0.49339, 1.26064], [-0.71606, -0.98638, 0.12365], [0.16732, 0.28783, 0.02590], [1.35897, -0.17883, -0.93230], [-0.72989, -1.54582, -0.86945], [-0.30799, -1.67602, 0.81247], [-1.67271, -0.70164, 0.43690], [1.72528, 0.23619, 1.23694], [-0.90029, 1.86941, 0.11386], [1.82835, 0.69846, -1.29600]], "nbo_charge": [-0.47, -0.66, -0.68, -0.76, 0.56, 0.39, 0.49, 0.47, 0.45, 0.50, 0.52, 0.19]}

***

[3]
{"formula": "CH3BrOS", "method": "wB97M-V/def2-TZVPD", "e_above_lowest_kcal_mol": 36.2, "total_energy_ev": -84008.4976, "lumo_ev": -0.2, "homo_lumo_gap_ev": 9.8, "homo_ev": -10.05, "species": ["Br", "S", "O", "C", "H", "H", "H"], "xyz": [[-0.46414, -2.36420, 0.08670], [0.44112, -0.51029, 0.99685], [-0.50977, 0.06754, 1.85732], [0.25819, 0.40738, -0.57248], [-0.18547, -0.15002, -1.43324], [1.16309, 1.05202, -0.75312], [-0.70302, 1.49758, -0.18203]], "nbo_charge": [-0.24, 1.26, -0.90, -0.86, 0.26, 0.24, 0.23]}

***

[4]
{"formula": "C6H18CuIO4PSi2", "method": "wB97M-V/def2-TZVPD", "e_above_lowest_kcal_mol": 12.3, "total_energy_ev": -92484.2453, "lumo_ev": -5.0, "homo_lumo_gap_ev": 6.8, "charge": 1, "homo_ev": -11.85, "species": ["I", "Cu", "P", "Si", "Si", "O", "O", "O", "O", "C", "C", "C", "C", "C", "C", "H", "H", "H", "H", "H", "H", "H", "H", "H", "H", "H", "H", "H", "H", "H", "H", "H", "H"], "xyz": [[-1.16673, -3.09107, -0.68053], [-2.75452, -0.37552, 3.71249], [-3.55340, -0.45113, 0.84423], [0.73912, -0.01497, -0.43734], [-1.47929, -1.32439, 0.99736], [-4.54273, -1.40638, -0.03030], [-4.23406, -0.33823, 2.41829], [-0.52637, -0.02987, 0.70564], [0.82297, 2.92456, -2.90192], [3.14073, 2.59652, -2.18940], [-0.97782, -2.00812, 2.70257], [-1.27478, -3.49602, 2.89434], [1.72911, 1.55414, -0.32423], [2.91675, 1.39521, -1.28638], [2.16437, 2.69558, -3.32985], [3.82402, 1.18651, -0.73999], [-2.06893, -3.80981, 2.23618], [0.30826, 2.12310, -3.07758], [-1.53035, -1.48210, 3.52127], [1.12963, 2.42364, -0.53839], [1.65979, -1.13181, -0.15162], [2.75608, 0.54036, -1.94660], [-1.57463, -3.71479, 3.90669], [-4.18969, -1.42320, -0.93774], [0.05597, -1.76529, 2.88043], [2.45330, 3.53219, -3.95043], [2.23707, 1.79999, -3.93463], [0.15569, -0.11363, -1.78935], [-0.39611, -4.08147, 2.68325], [2.07253, 1.61802, 0.69963], [3.19636, 3.51895, -1.62640], [-5.20394, -0.31852, 2.32595], [4.11158, 2.46756, -2.65565]], "nbo_charge": [-0.13, 0.94, 0.94, 1.42, 1.27, -0.97, -1.09, -1.26, -0.73, -0.42, -0.83, -0.62, -0.90, -0.39, -0.06, 0.22, 0.22, 0.47, 0.06, 0.27, -0.20, 0.18, 0.22, 0.53, 0.27, 0.18, 0.16, -0.21, 0.24, 0.23, 0.21, 0.55, 0.21]}

***

[5]
{"formula": "C22H29N3O2Re", "method": "wB97M-V/def2-TZVPD", "e_above_lowest_kcal_mol": 26.1, "total_energy_ev": -33936.4431, "lumo_ev": [-15.7, -16.1], "spin_multiplicity": 2, "homo_lumo_gap_ev": [5.2, 4.7], "charge": 4, "homo_ev": [-20.83, -20.75], "s2": 0.933, "species": ["Re", "O", "O", "N", "N", "N", "C", "C", "C", "C", "C", "C", "C", "C", "C", "C", "C", "C", "C", "C", "C", "C", "C", "C", "C", "C", "C", "C", "H", "H", "H", "H", "H", "H", "H", "H", "H", "H", "H", "H", "H", "H", "H", "H", "H", "H", "H", "H", "H", "H", "H", "H", "H", "H", "H", "H", "H"], "xyz": [[0.41779, -0.47823, 0.42199], [-0.41521, 0.75964, -0.92958], [0.32025, 1.25345, 1.65565], [2.24546, 0.73259, 0.76296], [3.70390, 2.18714, 1.61169], [4.54526, 0.56624, 0.13729], [2.42276, 2.54783, 2.21081], [-3.33801, -3.16744, 2.16103], [-3.41323, 4.23840, -2.80532], [-3.14639, 3.34085, -3.85331], [4.93185, 2.92196, 1.91263], [-0.88059, 0.94080, -2.12918], [-0.51648, -0.01113, -3.21455], [-2.03235, 2.95469, -1.31169], [-0.62997, -2.72689, -0.21574], [2.88863, -3.33348, 1.13322], [-2.83760, -2.27408, 1.00818], [-3.54204, -2.57656, -0.31056], [3.57554, 1.14243, 0.80586], [-0.55195, -1.92513, 2.05633], [-2.87431, 4.01070, -1.52985], [0.75357, -2.97056, -0.18427], [1.50647, -2.81705, 1.01113], [-2.29324, 2.28755, -3.65528], [0.83894, -2.17231, 2.08773], [1.54478, 1.53466, 1.57388], [-1.34736, -2.28968, 0.93745], [-1.72901, 2.05159, -2.37262], [2.13684, 3.58006, 1.98059], [-4.42130, -3.08594, 2.21752], [0.02172, 0.50785, -4.01217], [-2.92184, -2.90009, 3.13259], [-3.45829, -3.63428, -0.57634], [-3.10170, -4.21842, 1.97824], [2.98243, -4.28871, 0.61060], [-1.18166, -3.01449, -1.10464], [4.36480, -0.15878, -0.53844], [4.69333, 3.97079, 2.07921], [-3.60184, 3.50250, -4.82124], [-2.03134, 1.67048, -4.50576], [5.40970, 2.53555, 2.81473], [-3.15855, 4.66212, -0.71379], [-1.40518, -0.44182, -3.67967], [-3.17337, -1.96872, -1.14026], [2.42473, 2.45743, 3.30405], [-4.60755, -2.38259, -0.20677], [-1.58537, 2.79533, -0.33982], [5.63668, 2.86852, 1.08502], [1.22620, -3.43018, -1.04709], [1.37425, -2.01576, 3.01896], [3.18108, -3.46862, 2.17350], [-1.03071, -1.54363, 2.95273], [-4.03512, 5.10572, -2.98964], [5.49987, 0.89381, 0.20850], [-3.12648, -1.25024, 1.30505], [0.12026, -0.80692, -2.82590], [3.62095, -2.66897, 0.66434]], "lowdin_spin": [0.71, 0.11, 0.00, 0.00, 0.00, 0.00, 0.00, 0.00, 0.10, 0.03, 0.00, -0.05, -0.01, 0.02, 0.00, 0.00, -0.01, 0.00, 0.00, -0.01, 0.02, 0.00, -0.01, 0.01, 0.01, 0.02, -0.01, 0.07, 0.00, 0.00, 0.00, 0.00, 0.00, 0.00, 0.00, 0.00, 0.00, 0.00, 0.00, 0.00, 0.00, 0.00, 0.00, 0.00, 0.00, 0.00, 0.00, 0.00, 0.00, 0.00, 0.00, 0.00, 0.00, 0.00, 0.00, 0.00, 0.00]}

***

[6]
{"formula": "C3H5NO", "method": "wB97M-V/def2-TZVPD", "e_above_lowest_kcal_mol": 14.8, "total_energy_ev": -6728.9322, "lumo_ev": 1.0, "homo_lumo_gap_ev": 10.8, "homo_ev": -9.73, "species": ["O", "N", "C", "C", "C", "H", "H", "H", "H", "H"], "xyz": [[0.72494, -1.13381, 0.08632], [0.81193, 1.11261, -0.20298], [-0.56278, 0.78362, 0.21995], [1.41250, -0.00293, -0.20623], [-0.64796, -0.72192, -0.02597], [2.45333, -0.18883, -0.44249], [-0.67174, 1.02982, 1.28433], [-0.96048, -0.94362, -1.05386], [-1.30771, 1.35247, -0.34123], [-1.25205, -1.28739, 0.68214]], "nbo_charge": [-0.50, -0.46, -0.28, 0.37, -0.10, 0.19, 0.20, 0.18, 0.21, 0.20]}